55
Properties=species:S:1:pos:R:3:forces:R:3:lowdin_charge:R:1 method="wB97M-V/def2-TZVPD" gap_ha=0.335 largest_force_ev_per_a=2.04
O -6.254767 -4.051095 -0.956243 -0.569 0.436 -0.884 0.0903
O 4.002998 3.877949 1.218288 -0.021 0.210 0.309 0.0343
O 4.915911 0.074225 -1.829911 -0.066 -0.207 0.546 0.0501
N -2.989232 1.259364 3.199633 -0.115 -0.162 -0.234 0.0623
O -7.268037 -3.132299 -2.751607 0.470 0.264 0.448 0.1132
C -6.437142 -3.089363 -1.685444 0.497 -1.213 1.352 -0.4691
C 3.944904 2.927567 0.455808 0.155 1.795 -0.505 -0.5463
C 5.008796 0.168270 -0.609873 -0.563 0.545 -1.557 -0.4706
C -2.558841 0.205803 3.907301 -0.340 -0.201 -0.798 -0.1469
C -3.571437 1.038915 2.008211 0.336 -0.834 0.598 -0.0932
C -2.689674 -1.101948 3.440849 -0.072 0.085 -0.145 -0.0625
C -4.990802 0.389556 -2.079770 0.005 -0.369 0.377 -0.0565
C -5.671934 -0.798488 -2.354319 0.064 0.058 0.135 -0.0139
C -3.282797 -1.337762 2.203024 0.141 0.497 0.289 -0.0179
C -4.358775 0.569877 -0.846516 -0.234 -0.293 -0.287 -0.0207
C -5.087633 -1.623770 -0.161088 -0.107 0.016 -0.217 0.0503
C -5.725684 -1.827363 -1.399339 0.321 1.613 -0.433 -0.1256
C -3.746087 -0.245622 1.454306 0.171 0.032 0.361 -0.1656
C -4.398901 -0.433661 0.137882 -0.402 -0.182 -0.675 -0.1575
N 6.192605 0.175907 0.016528 0.574 0.034 0.605 0.0236
N 3.809373 1.698486 0.960573 0.166 -2.027 0.063 0.1015
C 4.018373 3.171754 -1.037290 -0.041 -0.216 0.251 0.0256
C 7.488826 0.014485 -0.642415 -0.296 -0.015 -0.025 -0.0494
C -0.172114 0.324881 -0.181579 0.489 -0.198 0.183 -0.0940
C 2.319466 -1.412898 -0.764677 0.253 0.509 -0.162 -0.0524
C 1.198731 0.475048 0.492817 0.221 0.251 -0.412 -0.2186
C 2.404219 0.084847 -0.401836 -0.096 -0.416 0.079 -0.3193
C 3.770053 0.385808 0.281334 -0.687 0.299 0.292 -0.1862
H -7.619452 -4.035298 -2.747517 -0.032 -0.004 -0.082 0.1292
H -2.090011 0.376855 4.871879 -0.080 0.256 -0.119 0.1018
H -3.930817 1.908392 1.467257 0.044 0.021 0.160 0.1086
H -2.321779 -1.924521 4.044003 -0.035 0.040 -0.069 0.1008
H -4.949243 1.174226 -2.829795 0.008 -0.123 0.120 0.1066
H -6.156009 -0.923579 -3.320073 0.050 -0.047 0.209 0.1164
H -3.359458 -2.357769 1.837123 -0.033 0.189 -0.051 0.1141
H -3.825834 1.499715 -0.674054 -0.004 -0.149 0.064 0.1074
H -5.156816 -2.409151 0.585399 -0.027 0.075 -0.143 0.1191
H 6.187730 0.325663 1.013137 0.049 -0.012 -0.072 0.1375
H 3.721540 1.694226 1.964710 0.003 0.061 -0.016 0.1498
H 3.156790 2.730928 -1.529062 0.047 -0.186 -0.234 0.0774
H 4.017619 4.245659 -1.218228 0.007 -0.116 0.215 0.0877
H 4.935429 2.747927 -1.437476 -0.025 -0.167 -0.213 0.0801
H 7.842349 -1.010238 -0.515990 0.089 0.048 -0.059 0.0826
H 8.213964 0.704932 -0.208896 -0.091 -0.064 0.018 0.0830
H 7.403033 0.224331 -1.711500 -0.186 -0.028 0.246 0.0860
H -0.939552 0.746003 0.467991 -0.067 -0.019 -0.045 0.0585
H -0.181981 0.858916 -1.132366 -0.097 -0.043 -0.066 0.0797
H -0.406136 -0.726256 -0.349461 -0.143 0.042 -0.128 0.0663
H 1.418765 -1.612816 -1.343725 -0.024 -0.049 0.090 0.0739
H 3.167081 -1.712563 -1.380271 0.012 -0.003 0.032 0.0735
H 2.306602 -2.021335 0.140054 -0.066 -0.081 0.076 0.0846
H 1.211234 -0.123672 1.405161 0.082 -0.010 0.161 0.1124
H 1.282642 1.524109 0.775285 0.184 0.016 0.179 0.1031
H 2.340394 0.659505 -1.325369 0.079 0.066 -0.109 0.1252
H 3.861524 -0.352657 1.077134 0.005 -0.026 0.283 0.1499

55
Properties=species:S:1:pos:R:3:forces:R:3:lowdin_charge:R:1 method="wB97M-V/def2-TZVPD" gap_ha=0.305 largest_force_ev_per_a=0.63
C -2.648546 -3.146212 -0.230870 -0.168 0.120 0.021 -0.0749
H -2.873754 -2.169943 -0.668227 0.011 -0.030 0.053 0.0815
O -1.420919 -3.654581 -0.696284 0.347 -0.117 -0.074 -0.0835
C -0.279125 -2.976121 -0.389430 0.093 0.017 0.006 -0.2755
C -0.216868 -1.795525 0.338407 -0.385 -0.269 -0.102 -0.0004
C 1.006141 -1.197505 0.598510 0.347 0.018 -0.071 -0.0084
C 2.193729 -1.764298 0.151656 -0.257 -0.146 0.040 -0.2496
C 2.120273 -2.948828 -0.584921 -0.149 0.080 0.024 -0.0173
C 0.909509 -3.542669 -0.854320 -0.219 0.036 -0.047 -0.0003
H 0.853736 -4.460372 -1.418370 -0.002 -0.122 -0.062 0.1171
H 3.032548 -3.408533 -0.934045 0.114 -0.072 0.008 0.1140
N 3.479889 -1.235656 0.404577 0.187 -0.088 0.098 -0.1134
C 4.140688 -0.702025 -0.766998 -0.134 0.185 -0.146 -0.1441
H 5.169009 -0.454217 -0.493832 0.001 -0.023 -0.080 0.1227
C 3.385054 0.545082 -1.271874 0.077 0.002 -0.278 -0.1247
N 2.925508 1.313525 -0.134690 0.066 -0.136 0.155 -0.0475
C 1.877986 2.191567 -0.133836 0.335 -0.136 -0.321 -0.5345
O 1.539699 2.777760 0.881949 -0.338 0.312 0.427 0.0343
N 1.275674 2.420463 -1.341472 0.031 -0.043 -0.294 0.0935
H 1.398892 1.748405 -2.080412 0.099 -0.005 0.080 0.1181
C 0.026197 3.163267 -1.385595 -0.022 -0.011 0.144 -0.1306
C -1.165582 2.277602 -1.125734 -0.024 0.068 -0.102 -0.2055
C -1.945576 1.779112 -2.155072 0.076 0.105 0.125 -0.0426
C -3.017098 0.956428 -1.865350 -0.093 -0.139 0.249 0.0027
C -3.325342 0.590618 -0.560121 -0.063 0.026 -0.134 -0.2177
C -2.504810 1.053360 0.485890 -0.089 -0.044 0.050 -0.2006
C -1.452241 1.904083 0.181030 -0.101 -0.029 0.140 0.0306
H -0.813273 2.284968 0.960729 0.062 0.024 0.139 0.0995
O -2.773702 0.623872 1.761772 -0.151 -0.119 -0.522 -0.1179
C -1.981964 1.119494 2.814992 0.134 0.065 0.208 -0.0675
H -0.930425 0.842401 2.695586 -0.007 0.030 -0.007 0.0908
H -2.061328 2.207044 2.901756 0.026 -0.030 -0.019 0.1024
H -2.377181 0.654415 3.717266 0.068 0.060 -0.030 0.0971
O -4.404828 -0.243680 -0.438641 0.434 0.042 -0.185 -0.0968
C -5.125826 -0.299870 0.772356 -0.317 -0.123 0.335 -0.0748
H -6.053291 -0.818326 0.529237 0.020 0.058 0.038 0.0939
H -5.356027 0.700226 1.147043 0.011 -0.037 0.000 0.1001
H -4.588070 -0.857220 1.541962 -0.085 0.071 -0.070 0.0858
H -3.650332 0.572629 -2.649751 -0.102 -0.050 -0.073 0.1208
H -1.734781 2.045189 -3.180183 0.021 0.051 -0.126 0.1091
H 0.098134 3.932843 -0.613830 -0.035 -0.007 -0.203 0.1255
H -0.049243 3.636081 -2.367776 -0.032 0.010 0.106 0.1214
C 3.682747 1.142086 1.086939 -0.037 0.029 0.234 -0.1171
H 3.232641 1.790421 1.839266 0.173 -0.082 -0.080 0.1176
C 3.655565 -0.335209 1.529854 0.182 0.076 0.101 -0.1391
H 4.613487 -0.582920 2.004605 -0.100 0.095 0.081 0.1186
H 2.867488 -0.519507 2.258564 0.042 0.021 -0.017 0.1160
H 4.715256 1.470371 0.916372 -0.051 -0.005 0.060 0.1232
H 2.523428 0.193122 -1.849744 0.084 0.010 0.020 0.1150
H 4.026918 1.150371 -1.928135 -0.063 -0.090 -0.044 0.1274
H 4.165494 -1.452615 -1.557667 0.095 0.087 0.009 0.1170
H 1.014632 -0.266746 1.145819 0.023 0.112 0.062 0.1016
H -1.114669 -1.320568 0.699016 -0.143 0.048 0.046 0.0914
H -3.403585 -3.863356 -0.549321 0.005 0.072 0.040 0.0967
H -2.661955 -3.070297 0.861367 0.002 0.023 -0.010 0.0989

E_tot for the records above, in order: -34876.9788 -34874.9143 eV